Entry 1
{"formula": "C2H7N2", "method": "wB97M-V/def2-TZVPD", "orbital_gap_ha": [0.1866, 0.4533], "e_homo_ev": [-12.256, -16.631], "lumo_energy_ha": [-0.2638, -0.1579], "spin_multiplicity": 1, "total_charge": 1, "symbols": ["C", "C", "N", "N", "H", "H", "H", "H", "H", "H", "H"], "xyz": [[1.32996, 0.01435, 0.43143], [-2.26974, -0.11791, 0.13147], [2.01532, 1.06608, 0.16314], [0.83094, -0.94933, -0.26206], [-1.82988, -0.77996, 0.97256], [-1.60739, 0.05726, -0.69287], [-3.24458, 0.26852, 0.05374], [2.37547, 1.59774, 0.91607], [2.54074, 1.38047, -0.62656], [0.74081, -1.85376, 0.30786], [1.10186, -1.04501, -1.23270]], "mulliken_charge": [0.408, -0.712, -0.273, -0.331, 0.174, 0.224, 0.338, 0.299, 0.253, 0.353, 0.265]}

Entry 2
{"formula": "C2H7N2", "method": "wB97M-V/def2-TZVPD", "orbital_gap_ha": 0.4423, "e_homo_ev": -15.544, "lumo_energy_ha": -0.1289, "spin_multiplicity": 1, "total_charge": 1, "symbols": ["N", "C", "C", "N", "H", "H", "H", "H", "H", "H", "H"], "xyz": [[0.38839, 1.10549, -1.24108], [-0.45313, 0.37559, 0.06723], [-0.23295, -1.12010, 0.18909], [0.53310, -0.18603, 1.01887], [0.12348, 2.12183, -1.20959], [-0.03350, 0.82329, -2.12285], [-1.40647, 0.59270, 0.40345], [-1.00607, -1.60818, 0.92065], [0.14902, -1.84373, -0.54341], [0.48769, -0.20717, 2.02679], [1.51355, 0.00666, 0.83351]], "mulliken_charge": [-0.613, 0.096, -0.380, -0.237, 0.289, 0.284, 0.380, 0.270, 0.301, 0.295, 0.316]}

Pick the most stable structure from those above. Pick: entry 2